90
Properties=species:S:1:pos:R:3:mulliken_charge:R:1 method="wB97M-V/def2-TZVPD" total_charge=+2 spin_multiplicity=5 e_lumo_ev="-4.3 / -9.4" gap_ha="0.2833 / 0.1285" energy_ev=-60652.08401 de_lowest_ev=0.000 e_homo_ev="-12.06 / -12.88"
Pd -1.55578 0.78172 -0.08722 -0.734
C -2.48407 2.55050 -1.21021 0.415
C -3.50854 1.81715 -0.51808 0.915
C -2.15274 2.84447 1.06220 0.820
C -1.65057 3.17823 -0.22481 0.719
C -3.28448 1.98304 0.89360 0.457
C -2.32447 2.64617 -2.68408 -1.703
H -2.72770 1.75560 -3.17779 0.361
H -1.26804 2.75155 -2.96076 0.407
H -2.85856 3.51907 -3.08750 0.349
C -0.44697 4.02482 -0.44104 -1.125
H -0.27115 4.24148 -1.50215 0.500
H 0.45465 3.54756 -0.01263 0.042
H -0.56492 4.98446 0.08913 0.336
C -1.54060 3.33844 2.32414 -1.105
H -1.64603 4.43644 2.39652 0.344
H -0.45724 3.12858 2.34382 0.080
H -2.01016 2.90034 3.21441 0.396
C -4.09173 1.36570 1.97814 -1.679
H -4.89093 2.03686 2.32560 0.356
H -3.46550 1.12381 2.84602 0.414
H -4.57025 0.44181 1.63526 0.324
C -4.60095 1.03126 -1.14511 -1.610
H -5.51945 1.62376 -1.24999 0.347
H -4.84259 0.15097 -0.54095 0.350
H -4.31059 0.69279 -2.14379 0.337
C 1.17578 -4.30601 -2.82308 -0.064
C 0.11463 -4.19032 -3.63538 -0.741
C -1.02584 -5.15183 -3.76963 -0.651
C -1.35446 -6.02201 -2.52813 -1.083
C -1.43145 -5.29351 -1.21907 0.064
C -0.41744 -5.09951 -0.36177 -0.663
C 1.00911 -5.51618 -0.55750 -0.682
C 1.52724 -5.52077 -2.01594 -1.071
H -0.83961 -5.83338 -4.61896 0.349
H -0.65833 -6.87022 -2.48059 0.310
H -1.92908 -4.58133 -4.04525 0.327
H 1.20460 -6.44218 -2.51833 0.350
H 1.93785 -3.51364 -2.79934 0.450
H 0.10072 -3.38250 -4.38007 0.740
H 2.62781 -5.56724 -1.95782 0.423
H 1.64895 -4.84638 0.04060 0.304
H -0.62517 -4.68805 0.63535 0.668
H 1.16783 -6.52645 -0.13970 0.401
H -2.35326 -6.45238 -2.71361 0.425
H -2.45103 -4.99616 -0.93517 0.397
P -0.17116 -0.49563 -1.39154 0.961
C 1.45052 0.01424 -1.99548 -0.785
C -1.13762 -1.23303 -2.72717 -0.531
P -1.18709 -1.21740 0.99180 1.011
C 0.09940 -1.84836 -0.17622 0.616
C -2.59958 -2.33429 0.82953 -1.082
C -0.54035 -1.28060 2.67625 -1.226
H 2.01983 0.50234 -1.18614 0.061
H 1.30131 0.73829 -2.81602 0.449
H 2.02342 -0.85237 -2.37427 0.327
H -0.75512 -2.22418 -2.99437 -0.498
H -1.07024 -0.57289 -3.60412 0.518
H -2.19459 -1.31945 -2.44157 0.269
H 0.02426 -2.21255 2.85574 0.449
H -1.38748 -1.23045 3.38205 0.445
H 0.11639 -0.41601 2.86347 0.272
H 1.11089 -1.80939 0.25310 0.406
H -0.10234 -2.84783 -0.58063 -1.171
H -3.22602 -2.21014 1.72420 0.467
H -2.30777 -3.38798 0.73068 0.224
H -3.19722 -2.04411 -0.04434 0.259
C 4.96938 0.21977 0.81703 -0.678
C 3.78933 -0.18436 1.46876 -0.583
C 2.70251 0.68370 1.56949 0.300
C 2.82656 2.03850 1.14242 -0.059
C 3.96317 2.38702 0.36564 -0.028
C 5.02099 1.48568 0.21646 -0.743
N 1.91049 2.99968 1.54657 0.230
C 2.30665 3.94436 2.44890 -0.060
C 1.78066 5.27296 2.40637 0.031
C 2.38858 6.29963 3.13112 -0.630
C 3.47400 6.02570 3.98399 -0.482
C 3.88225 4.69492 4.17255 -0.563
C 3.30764 3.66822 3.43116 -0.175
H 5.83070 -0.44874 0.78228 0.431
H 3.71645 -1.18393 1.91011 0.475
H 1.77903 0.40391 2.07702 -0.179
H 4.02556 3.39998 -0.03155 0.478
H 5.89987 1.78811 -0.35142 0.447
H 0.94982 5.46380 1.72057 0.141
H 2.03415 7.32656 3.02188 0.411
H 3.99529 6.83089 4.50813 0.397
H 4.67239 4.42832 4.88032 0.395
H 3.66558 2.64053 3.50789 0.433


94
Properties=species:S:1:pos:R:3:mulliken_charge:R:1 method="wB97M-V/def2-TZVPD" total_charge=+3 spin_multiplicity=2 e_lumo_ev="-9.3 / -9.6" gap_ha="0.2194 / 0.2075" energy_ev=-153027.05297 e_homo_ev="-15.22 / -15.23"
Ti 1.82118 1.28089 -0.28652 0.287
P -1.29948 -1.43945 -0.65483 0.723
P 2.21359 -0.38572 -2.27150 1.720
P -1.09479 1.46664 1.98428 1.148
H 3.22923 3.20276 -2.27340 0.487
C 2.60286 3.25434 -1.38868 -0.634
C 3.10402 2.69299 -0.20505 -0.896
H 3.81603 1.82327 -0.31230 0.444
C -2.72537 -1.21076 -1.70530 -1.306
C -0.24479 -2.79688 -1.15132 -0.452
C -1.76165 -1.75812 1.04772 -0.166
C 3.39827 0.71281 -3.09752 -1.516
C 3.08773 -1.96793 -2.51449 -1.019
C 0.88718 -0.43920 -3.49424 -1.298
C -0.83351 3.20737 2.50290 -1.231
C -1.62123 0.70806 3.55192 -1.187
C -2.70005 1.62268 1.13960 -0.844
H 2.19459 4.25232 -1.35596 0.419
H 2.74110 3.17445 0.69591 0.553
H -3.22395 -2.17280 -1.81102 0.476
H -2.37507 -0.82307 -2.67235 0.354
H -3.37504 -0.45082 -1.23541 0.396
H -0.87484 -3.71015 -1.20451 0.585
H 0.55767 -2.99499 -0.42438 -0.403
H 0.21044 -2.64062 -2.14045 0.521
H -2.74344 -1.31103 1.27780 0.625
H -1.00859 -1.37876 1.74232 -0.838
H -1.83202 -2.85475 1.19677 0.597
H 3.68148 0.19422 -4.03897 0.579
H 4.27993 0.95479 -2.49488 0.361
H 2.88863 1.64136 -3.36466 0.225
H 3.60330 -1.96236 -3.48489 0.496
H 2.41354 -2.82848 -2.49464 0.410
H 3.84875 -2.12307 -1.75518 0.034
H 1.13325 -1.09382 -4.33481 0.449
H 0.71101 0.56687 -3.91099 0.441
H -0.06660 -0.77366 -3.08941 0.073
H -1.47599 3.40393 3.37438 0.555
H -1.04594 3.91994 1.69774 0.011
H 0.23292 3.33852 2.78832 0.223
H -2.16455 1.44039 4.14986 0.546
H -0.75423 0.35901 4.11792 0.017
H -2.25436 -0.15298 3.33864 0.418
H -3.21653 2.53966 1.43888 0.514
H -3.34491 0.76856 1.36820 0.597
H -2.53959 1.66618 0.06194 -0.451
C -0.66290 2.83419 -1.30283 0.302
C -1.72056 2.64114 -2.20612 -0.425
C -2.86515 3.43436 -2.10310 -0.502
C -2.86364 4.49954 -1.16226 -0.875
C -1.68456 4.82593 -0.48509 -0.477
C -0.50898 4.09069 -0.67779 -0.780
O 0.10762 1.79005 -0.97859 0.440
H -0.86422 -0.08078 -0.78824 -0.459
H -1.62344 1.94221 -3.04227 0.391
H -3.72368 3.28077 -2.75826 0.483
H -3.75349 5.09050 -1.03598 0.466
H -1.66201 5.70955 0.14855 0.541
H 0.44829 4.36236 -0.27027 0.342
O 2.06201 0.29190 1.22946 -0.013
As 2.30011 -1.15203 2.47801 1.480
C 4.15863 -1.51850 2.16103 0.524
C 5.14068 -1.31088 3.14112 -0.491
C 6.49743 -1.48182 2.80184 -0.770
C 6.85561 -1.89702 1.51451 -0.628
C 5.86805 -2.16784 0.56502 -0.867
C 4.51421 -1.98400 0.88685 0.354
C 1.99446 -0.56896 4.30050 0.372
C 1.70003 0.78708 4.48666 -0.777
C 1.32132 1.26403 5.74914 -0.328
C 1.31246 0.40369 6.85063 -0.631
C 1.70768 -0.92903 6.69685 -0.687
C 2.04720 -1.41877 5.42381 -0.510
C 1.30228 -2.91239 2.44269 0.757
C 0.25177 -3.17865 3.33780 -0.230
C -0.52860 -4.33662 3.19981 -0.739
C -0.21235 -5.28409 2.21845 -0.585
C 0.94214 -5.10807 1.44208 -0.473
C 1.72248 -3.95023 1.59510 -0.742
H 4.85800 -1.01193 4.14939 0.447
H 7.26100 -1.28847 3.54694 0.448
H 7.90913 -2.01379 1.25594 0.437
H 6.14399 -2.51291 -0.43485 0.474
H 3.74570 -2.19693 0.14948 -0.459
H 1.74016 1.46602 3.63734 0.133
H 1.02802 2.31310 5.86794 0.462
H 1.00135 0.77753 7.83712 0.437
H 1.74013 -1.58968 7.56976 0.433
H 2.34037 -2.46237 5.32521 0.563
H 0.01423 -2.49063 4.14654 0.296
H -1.40493 -4.49400 3.83048 0.449
H -0.86459 -6.15980 2.05280 0.416
H 1.20861 -5.86513 0.69801 0.476
H 2.66087 -3.88143 1.04124 0.485